Below is a molecular structure, C25H58GaN6O8S, with properties calculated with the ωB97M-V functional and the def2-TZVPD basis.

Results
Spin multiplicity ... 1
HOMO-LUMO gap ... 0.2647 Ha
Charge ... -1
E ... -115393.51701 eV

Element x y z (Å)
C (4.62, -0.93, 2.41)
C (4.29, -1.32, 0.99)
O (3.20, -1.77, 0.71)
N (5.35, -1.17, 0.10)
C (5.48, -2.36, -0.75)
Ga (4.96, 0.44, -0.99)
C (5.00, 2.07, 0.26)
C (3.65, 2.75, 0.45)
S (2.72, 2.07, 1.85)
C (1.53, 1.03, 1.16)
N (0.92, 0.09, 1.83)
N (-0.01, -0.46, 0.95)
C (0.15, 0.16, -0.17)
O (1.08, 1.13, -0.11)
H (5.12, -1.78, 2.87)
H (3.72, -0.65, 2.95)
H (5.31, -0.10, 2.39)
H (6.50, -2.75, -0.66)
H (5.27, -2.18, -1.80)
H (4.81, -3.16, -0.45)
H (6.12, 0.61, -2.10)
H (3.54, 0.33, -1.73)
H (5.70, 2.80, -0.14)
H (5.38, 1.77, 1.23)
H (3.04, 2.73, -0.45)
H (3.76, 3.80, 0.72)
H (-0.39, -0.05, -1.06)
C (-1.90, 4.93, -0.99)
O (-2.45, 4.30, 0.15)
C (-1.52, 3.51, 0.88)
C (-1.23, 4.11, 2.24)
N (-0.48, 5.35, 2.11)
C (-0.29, 6.08, 3.35)
C (-1.53, 6.65, 4.03)
O (-2.17, 7.68, 3.30)
C (-3.15, 7.25, 2.37)
H (-2.71, 5.42, -1.53)
H (-1.16, 5.69, -0.70)
H (-1.43, 4.20, -1.65)
H (-0.58, 3.40, 0.32)
H (-1.96, 2.52, 1.01)
H (-0.64, 3.39, 2.81)
H (-2.18, 4.26, 2.77)
H (-0.95, 5.95, 1.44)
H (0.38, 6.91, 3.15)
H (0.22, 5.42, 4.07)
H (-1.21, 7.11, 4.97)
H (-2.26, 5.87, 4.29)
H (-3.65, 6.34, 2.70)
H (-2.72, 7.08, 1.38)
H (-3.88, 8.05, 2.27)
C (-6.45, -0.01, -1.65)
O (-5.82, 1.23, -1.90)
C (-4.69, 1.48, -1.08)
C (-3.43, 1.55, -1.91)
N (-3.08, 0.24, -2.44)
C (-1.99, 0.25, -3.41)
C (-2.22, 0.98, -4.73)
O (-3.20, 0.37, -5.55)
C (-4.53, 0.80, -5.34)
H (-7.33, -0.06, -2.28)
H (-5.79, -0.86, -1.90)
H (-6.75, -0.10, -0.60)
H (-4.59, 0.72, -0.29)
H (-4.84, 2.45, -0.59)
H (-2.61, 1.90, -1.28)
H (-3.59, 2.29, -2.70)
H (-3.90, -0.16, -2.88)
H (-1.74, -0.78, -3.64)
H (-1.11, 0.69, -2.93)
H (-1.29, 0.94, -5.30)
H (-2.45, 2.04, -4.59)
H (-4.57, 1.84, -5.02)
H (-5.05, 0.18, -4.60)
H (-5.06, 0.70, -6.28)
C (2.24, -4.41, 2.72)
O (1.07, -4.64, 1.95)
C (1.20, -4.21, 0.60)
C (1.09, -5.41, -0.33)
N (2.24, -6.29, -0.19)
C (2.12, -7.56, -0.89)
C (1.05, -8.53, -0.41)
O (1.28, -9.05, 0.89)
C (0.76, -8.27, 1.95)
H (2.01, -4.69, 3.75)
H (3.08, -5.02, 2.37)
H (2.53, -3.36, 2.69)
H (2.13, -3.67, 0.44)
H (0.38, -3.52, 0.39)
H (1.03, -5.05, -1.36)
H (0.14, -5.92, -0.09)
H (2.40, -6.47, 0.79)
H (3.08, -8.07, -0.82)
H (1.95, -7.35, -1.95)
H (1.06, -9.40, -1.08)
H (0.04, -8.10, -0.47)
H (-0.16, -7.75, 1.66)
H (1.48, -7.54, 2.32)
H (0.52, -8.95, 2.77)

Atom charges from the Mulliken analysis, given in e for atoms 1 to 4:
1 C -1.3370
2 C 0.2638
3 O -0.3548
4 N 0.0025